# 1
Computed, not measured: an isolated molecule of C4H2Cl2, with ωB97M-V with the def2-TZVPD basis set.

Cartesian coordinates (Å):
1 H 1.9936 -1.5724 1.8548
2 H -1.2963 1.4870 -1.4423
3 C 0.4053 -0.6134 0.5853
4 C -0.7090 -0.1072 -0.1935
5 Cl -2.1823 -0.9643 -0.1984
6 C -0.4832 1.0408 -0.8984
7 Cl 1.0274 1.8534 -0.9690
8 C 1.2446 -1.1239 1.2615

Properties
SMILES = C#C/C(Cl)=C\Cl
M = 121.0 g mol⁻¹
2S+1 = 1
lowest unoccupied orbital energy = 0.4 eV
energy above the lowest of the compared OMol25 structures with the same formula, charge and spin = 6.01 kJ/mol
maximum force = 3.24 eV/Å
energy = -1073.910373 Eh

Here are the Löwdin charges for atoms 1 to 4, given in e: H 0.032; H 0.061; C -0.210; C -0.800



# 2
Computed, not measured: an isolated molecule of C4H2Cl2, with ωB97M-V with the def2-TZVPD basis set.

Cartesian coordinates (Å):
1 C 2.1827 0.0846 0.0941
2 C -1.3653 0.2751 -0.0034
3 C 1.0241 -0.1698 -0.0326
4 C -0.3419 -0.5551 -0.0035
5 Cl -1.1760 1.9039 0.0129
6 Cl -3.0325 -0.2428 0.0295
7 H 3.2566 0.3158 -0.0768
8 H -0.5477 -1.6118 -0.0203

Properties
SMILES = C#CC=C(Cl)Cl
M = 121.0 g mol⁻¹
2S+1 = 1
lowest unoccupied orbital energy = 0.5 eV
energy above the lowest of the compared OMol25 structures with the same formula, charge and spin = 6.58 kJ/mol
maximum force = 2.75 eV/Å
energy = -1073.910157 Eh

Here are the Löwdin charges for atoms 1 to 4, given in e: C 0.114; C -1.208; C -0.178; C -0.244



# 3
Computed, not measured: an isolated molecule of C4H2ClNO2, with ωB97M-V with the def2-TZVPD basis set.

Cartesian coordinates (Å):
1 O -2.0848 1.1731 -0.1003
2 C 0.0152 0.2160 0.1540
3 O 1.7198 -1.1316 -0.1308
4 N 0.5730 -1.9179 -0.1179
5 C -0.9014 1.2678 -0.0746
6 C 1.3730 0.2240 0.0774
7 H -0.5941 2.2392 -0.1877
8 C -0.4322 -1.1495 -0.0059
9 H 2.2500 0.9565 0.3587
10 Cl -1.9185 -1.8776 0.0270

Properties
SMILES = O=Cc1conc1Cl
M = 131.5 g mol⁻¹
2S+1 = 1
lowest unoccupied orbital energy = -0.2 eV
energy above the lowest of the compared OMol25 structures with the same formula, charge and spin = 249.42 kJ/mol
maximum force = 3.41 eV/Å
energy = -818.950668 Eh

Here are the Löwdin charges for atoms 1 to 4, given in e: O 0.069; C -0.188; O -0.050; N 0.058



# 4
Computed, not measured: an isolated molecule of C4H2ClNOS, with ωB97M-V with the def2-TZVPD basis set.

Cartesian coordinates (Å):
1 C -1.2512 -1.0093 -0.2399
2 C 0.3593 1.5794 0.8368
3 H 2.3061 0.9963 1.0045
4 O 0.0254 -1.7748 -2.1739
5 H 2.0549 1.7743 -0.5663
6 S -1.1036 1.1753 1.2907
7 C 1.5839 1.4674 0.4273
8 N -1.7421 -0.0348 0.4914
9 C -0.4392 -1.3299 -1.2065
10 Cl -1.7935 -2.8438 0.1358

Properties
M = 147.6 g mol⁻¹
2S+1 = 1
lowest unoccupied orbital energy (spin up / spin down) = -0.9 / -0.9 eV
energy above the lowest of the compared OMol25 structures with the same formula, charge and spin = 525.37 kJ/mol
maximum force = 2.82 eV/Å
energy = -1141.799305 Eh

Here are the Löwdin charges for atoms 1 to 4, given in e: C -0.650; C -0.449; H 0.041; O 0.156